No. 1
42
Properties=species:S:1:pos:R:3:forces:R:3 method="wB97M-V/def2-TZVPD" spin_multiplicity=3 largest_force_ha_per_bohr=0.00606 total_charge=+2 e_lumo_ev="-6.74 / -8.87" homo_energy_ev="-14.764 / -15.725" homo_lumo_gap_ha="0.2949 / 0.2521" s2=2.007
Pt 0.3254 0.4039 -0.3971 0.13 0.11 0.08
C 3.8456 1.4747 -1.2198 -0.06 -0.10 -0.16
C 2.6863 1.4876 -0.2763 -0.04 -0.09 0.09
C 2.6365 0.6270 0.8278 -0.04 0.07 -0.09
C 1.5561 0.6609 1.7286 -0.14 0.08 0.03
C 1.4641 -0.3044 2.8681 -0.03 -0.06 -0.01
C 0.5605 1.6670 1.5643 0.23 0.03 0.05
C 0.6458 2.6335 0.5341 0.06 -0.17 -0.03
C -0.2367 3.8459 0.5164 -0.13 -0.05 -0.09
C 1.6426 2.4417 -0.4428 -0.05 0.00 0.15
H 3.6044 0.9054 -2.1208 0.01 0.01 0.00
H 4.7196 1.0200 -0.7589 0.00 0.00 0.00
H 4.0943 2.4859 -1.5383 0.02 0.01 0.03
H 3.4510 -0.0653 1.0020 -0.03 -0.05 -0.04
H 0.7622 -1.1065 2.6277 0.01 0.00 0.02
H 1.0964 0.1867 3.7680 0.03 0.02 0.01
H 2.4307 -0.7579 3.0762 0.00 0.01 0.02
H -0.2063 1.7676 2.3222 -0.08 -0.08 -0.05
H -1.1061 3.7170 -0.1286 0.02 0.02 0.00
H 0.3173 4.7035 0.1388 0.00 0.01 0.02
H -0.5930 4.0744 1.5188 -0.01 0.00 0.00
H 1.7215 3.1555 -1.2540 -0.08 -0.08 -0.09
C -4.0672 0.8804 -0.7552 0.02 -0.05 -0.02
C -4.5199 -0.4290 -0.7280 0.03 0.04 -0.01
C -3.6007 -1.4677 -0.7096 0.04 -0.09 -0.03
C -2.2457 -1.1784 -0.7011 -0.22 0.18 -0.02
N -1.8248 0.0974 -0.7171 0.20 0.14 0.10
C -2.7021 1.1005 -0.7515 -0.21 0.00 -0.09
C -1.1800 -2.2025 -0.6865 0.16 -0.18 -0.03
C -1.4211 -3.5658 -0.7209 -0.06 0.01 -0.02
C -0.3528 -4.4508 -0.7174 0.03 0.08 0.00
C 0.9400 -3.9519 -0.6919 -0.06 0.00 -0.02
C 1.1141 -2.5812 -0.6580 0.10 -0.19 -0.03
N 0.0817 -1.7346 -0.6497 0.06 0.29 0.10
H -4.7556 1.7126 -0.7840 0.03 0.02 -0.01
H -5.5801 -0.6428 -0.7289 0.00 -0.01 0.00
H -3.9481 -2.4904 -0.7074 0.02 0.01 0.02
H -2.2945 2.0998 -0.8026 0.00 -0.01 0.06
H -2.4313 -3.9462 -0.7566 0.01 0.02 0.01
H -0.5306 -5.5173 -0.7394 -0.01 0.00 -0.01
H 1.7964 -4.6104 -0.7023 0.02 0.03 0.00
H 2.1043 -2.1458 -0.6482 -0.02 0.04 0.04

No. 2
31
Properties=species:S:1:pos:R:3:forces:R:3 method="wB97M-V/def2-TZVPD" largest_force_ha_per_bohr=0.08583 total_charge=+1 e_lumo_ev=-3.07 de_lowest_kj_mol=101.32 homo_energy_ev=-12.221 homo_lumo_gap_ha=0.3364 smiles=C#C[C@]1(C)Sc2ccccc2[N@@+]1(C)CC
C 2.8599 2.3060 0.9625 0.65 0.50 -0.26
C 2.0624 1.7970 0.2546 -1.87 -1.32 -0.79
C 0.8824 1.3095 -0.4165 -1.13 -2.35 -0.59
C 0.9735 1.1428 -1.9384 -0.37 1.13 0.65
S -0.5233 2.3680 0.0164 0.04 0.55 0.41
C -1.6882 1.0727 0.0253 -0.55 0.04 -0.55
C -3.0779 1.2748 0.0298 -2.24 -0.27 1.46
C -3.9422 0.1263 0.1951 0.67 -0.11 0.19
C -3.3553 -1.1883 0.2319 -0.93 2.28 0.10
C -1.9731 -1.2981 0.1987 -0.15 -0.15 -0.83
C -1.1347 -0.1985 0.0515 -0.46 0.33 0.26
N 0.3623 -0.2230 0.1983 -0.95 -0.01 -0.69
C 0.6290 -0.3056 1.6208 2.22 -2.96 0.73
C 0.9891 -1.3998 -0.4216 2.29 0.17 -2.42
C 2.4685 -1.5232 -0.0777 -1.63 -3.81 1.53
H 3.6534 2.8871 1.2744 1.17 0.62 1.02
H 0.1580 0.6651 -2.4575 -0.54 -0.42 0.45
H 1.8858 0.7519 -2.2987 1.13 -0.51 -0.13
H 0.8971 2.1682 -2.2493 0.30 0.56 -0.55
H -3.5884 2.3108 0.1774 1.36 -1.87 -0.67
H -5.0680 0.2223 0.3766 1.88 0.10 -0.56
H -4.0094 -2.0631 0.3276 0.50 0.36 -0.07
H -1.6260 -2.2964 0.1321 0.75 -0.78 0.29
H 1.7281 -0.5799 1.8093 -1.63 1.63 -0.19
H 0.2478 0.5821 1.9847 -0.44 1.57 1.75
H 0.1714 -1.2411 2.0031 -0.45 0.86 -0.10
H 0.5846 -2.3861 -0.3183 -1.29 -0.04 1.01
H 1.0119 -1.2979 -1.5097 -0.58 0.44 0.05
H 2.8403 -2.2884 -0.7495 0.01 -0.49 -0.07
H 2.9881 -0.7133 -0.4033 1.76 2.71 0.18
H 2.5928 -1.9822 0.9705 0.47 1.25 -1.61

No. 3
21
Properties=species:S:1:pos:R:3:forces:R:3 method="wB97M-V/def2-TZVPD" largest_force_ha_per_bohr=0.08317 total_charge=0 e_lumo_ev=-0.01 de_lowest_kj_mol=233.37 homo_energy_ev=-10.131 homo_lumo_gap_ha=0.3721 smiles="C#CC(C)(C)OC(=O)C=O.O=C=O"
C -2.1751 0.1020 -1.7624 0.85 -0.10 1.00
C -1.2198 0.0086 -1.0340 -0.02 0.33 -0.52
C 0.0052 -0.0339 -0.1849 -0.57 0.47 0.25
C 1.0134 1.0765 -0.6009 -2.14 -1.66 -0.34
C -0.4186 0.0789 1.2758 1.08 1.78 1.15
O 0.4863 -1.3624 -0.2161 0.48 -1.07 -0.26
C 1.1807 -1.8861 -1.2042 1.03 1.13 -0.83
O 1.6241 -1.3747 -2.2181 -0.95 -0.26 0.99
C 1.6069 -3.2838 -0.8592 0.43 1.96 -1.96
O 1.0895 -3.9768 -0.0941 -1.87 -2.47 2.94
H -3.0749 0.1866 -2.3012 -0.33 -0.01 -0.38
H 0.2999 1.8809 -0.6323 0.42 0.98 -0.45
H 1.4845 0.8083 -1.5395 -0.03 0.44 -0.03
H 1.6730 1.1935 0.2005 1.33 0.34 1.05
H 0.3133 -0.1309 2.0683 0.52 -1.05 -0.87
H -1.2961 -0.4608 1.4934 -1.05 -0.60 0.16
H -0.5161 1.1081 1.6131 -0.90 0.53 -0.75
H 2.4177 -3.5594 -1.4653 1.70 -0.74 -1.12
O -3.1748 -3.0183 -0.6966 0.01 -0.60 -0.50
C -3.2703 -2.5880 0.3675 0.10 0.53 -0.37
O -3.3652 -2.0790 1.3977 -0.07 0.05 0.82

No. 4
9
Properties=species:S:1:pos:R:3:forces:R:3 method="wB97M-V/def2-TZVPD" spin_multiplicity=5 largest_force_ha_per_bohr=0.06681 total_charge=+2 e_lumo_ev="-11.18 / -12.74" homo_energy_ev="-19.604 / -21.568" homo_lumo_gap_ha="0.3097 / 0.3244" s2=6.052
Co -1.2795 0.8430 -0.2402 -0.73 0.78 0.06
N 0.1512 -2.1083 -0.2504 -0.42 0.75 -0.02
S -0.0445 -1.5421 -1.7009 -0.77 1.21 0.09
O -0.7662 -0.1651 -1.7345 1.15 -2.40 -0.35
S -0.1530 -1.6243 1.2163 -0.52 1.60 -0.10
O -0.7454 -0.1745 1.2610 0.78 -2.88 0.27
O 0.0599 2.2040 0.0505 -0.79 0.23 -0.15
C 0.9615 2.4718 0.7571 3.13 1.34 0.49
O 1.9405 2.7803 1.2744 -1.83 -0.63 -0.27